The following is a quantum chemistry calculation of 2 unconnected molecules or ions with the total composition C5H13N in a non-equilibrium geometry, from the Open Molecules 2025 dataset.

Last column: Löwdin charge in e.
Positions of all 19 atoms, in Å:
1 C 1.18 0.27 0.00  -0.45
2 C 1.94 -0.57 1.03  -0.17
3 C 1.78 0.13 -1.40  -0.17
4 H 1.32 1.32 0.29  0.08
5 H -0.07 -0.75 -0.21  0.09
6 H 1.52 -0.45 2.03  0.06
7 H 3.00 -0.30 1.10  0.06
8 H 1.90 -1.64 0.79  0.06
9 H 1.73 -0.91 -1.76  0.06
10 H 2.83 0.42 -1.45  0.06
11 H 1.24 0.74 -2.13  0.06
12 C -3.03 0.71 0.40  -0.07
13 C -1.63 0.28 0.19  -0.20
14 N -1.26 -0.89 -0.17  0.08
15 H -1.88 -1.67 -0.35  0.12
16 H -0.41 0.74 0.24  0.12
17 H -3.78 -0.07 0.23  0.07
18 H -3.25 1.56 -0.25  0.08
19 H -3.14 1.08 1.43  0.08

Values from the calculation:
Relative energy (zero: lowest compared OMol25 entry of this formula, charge and spin) = 4.079 eV
Kohn-Sham gap = 0.291 Eh
Energy = -6882.1182 eV